Molecular formula: C6H6O
Method: DFT, wB97M-V/def2-TZVPD

ORCA input file:
```
! RIJCOSX wB97M-V def2-TZVPD def2/J DEFGRID3
* xyz 1 2
C -1.011 -1.047 -0.831
C -1.396 -0.328 0.275
C -0.362 0.078 1.133
C 0.690 0.791 0.550
O 1.657 1.485 1.221
C 0.699 0.601 -0.821
C 0.292 -0.748 -1.275
H -1.654 -1.826 -1.273
H -2.440 -0.256 0.439
H -0.606 0.143 2.251
H 2.108 1.041 1.975
H 1.373 1.249 -1.490
H 0.652 -1.183 -2.154
*
```

## Properties
- expectation value of S² = 0.772
- Kohn-Sham gap (spin up / spin down) (eV) = 8.5763 / 6.3650
- LUMO energy (spin up / spin down) (eV) = -5.8 / -7.9
- HOMO level (spin up / spin down) (eV) = -14.35 / -14.31
- calculated total energy (eV) = -8355.3590
- relative energy (zero: lowest compared OMol25 entry of this formula, charge and spin) (eV) = 2.213

Molecular formula: C21H50Br2InN6O6S
Method: DFT, wB97M-V/def2-TZVPD

ORCA input file:
```
! RIJCOSX wB97M-V def2-TZVPD def2/J DEFGRID3
* xyz -1 1
C -0.273 4.387 -0.816
C -0.587 5.779 -0.193
Br 0.778 6.019 1.283
C -1.987 5.833 0.434
Br -2.246 7.572 1.346
In -3.682 5.486 -1.016
S -5.336 3.992 0.185
H -0.234 4.427 -1.915
H -1.069 3.688 -0.516
H 0.700 4.001 -0.487
H -0.395 6.597 -0.896
H -2.022 5.029 1.188
H -3.217 4.654 -2.522
H -4.532 7.046 -1.320
H -4.822 3.929 1.456
C -3.524 -1.484 1.291
C -3.782 0.001 1.342
O -3.575 0.657 2.358
N -4.254 0.593 0.220
C -4.548 -0.023 -1.059
H -3.152 -1.811 2.260
H -4.448 -2.023 1.074
H -2.775 -1.712 0.532
H -4.408 1.592 0.317
H -3.941 0.455 -1.831
H -5.604 0.138 -1.291
H -4.338 -1.087 -1.049
C -2.954 -4.687 -1.720
C -1.986 -3.548 -1.540
O -2.319 -2.377 -1.663
N -0.703 -3.847 -1.222
C -0.088 -5.143 -1.008
H -3.934 -4.288 -1.968
H -2.627 -5.334 -2.533
H -3.038 -5.264 -0.798
H -0.121 -3.029 -1.122
H 0.315 -5.161 0.004
H 0.734 -5.268 -1.715
H -0.794 -5.960 -1.132
C 3.333 -1.921 -0.560
C 2.888 -2.748 0.618
O 2.482 -3.897 0.488
N 2.944 -2.173 1.846
C 3.392 -0.836 2.191
H 3.229 -2.511 -1.466
H 2.713 -1.028 -0.654
H 4.380 -1.635 -0.450
H 2.624 -2.778 2.585
H 4.222 -0.919 2.895
H 2.571 -0.307 2.676
H 3.715 -0.276 1.320
C 5.636 5.258 -1.376
C 5.101 4.410 -0.252
O 4.541 3.344 -0.456
N 5.261 4.869 1.017
C 5.893 6.096 1.456
H 5.434 4.762 -2.321
H 5.145 6.232 -1.383
H 6.716 5.386 -1.275
H 4.877 4.252 1.716
H 6.724 5.850 2.121
H 5.166 6.691 2.011
H 6.266 6.678 0.619
C 1.967 2.723 7.020
C 2.188 2.096 5.668
O 3.199 2.302 5.014
N 1.216 1.280 5.183
C -0.046 0.913 5.799
H 2.825 3.343 7.265
H 1.076 3.353 7.005
H 1.864 1.952 7.785
H 1.432 0.901 4.277
H -0.082 -0.172 5.917
H -0.864 1.220 5.145
H -0.170 1.382 6.770
C -1.440 -5.953 -4.921
C -1.864 -7.397 -4.850
O -1.717 -8.066 -3.840
N -2.425 -7.947 -5.960
C -2.681 -7.322 -7.243
H -1.013 -5.661 -3.966
H -0.682 -5.817 -5.694
H -2.303 -5.317 -5.126
H -2.683 -8.913 -5.839
H -3.751 -7.370 -7.456
H -2.145 -7.870 -8.021
H -2.363 -6.285 -7.255
*
```

## Properties
- Kohn-Sham gap (eV) = 6.8027
- LUMO energy (eV) = 1.8
- HOMO level (eV) = -4.99
- calculated total energy (eV) = -199911.2177

Molecular formula: C16H10O5
Method: DFT, wB97M-V/def2-TZVPD

ORCA input file:
```
! RIJCOSX wB97M-V def2-TZVPD def2/J DEFGRID3
* xyz 0 1
C -3.667 -1.857 -2.941
C -3.516 -0.413 -2.617
C -4.235 0.640 -2.925
C -3.506 1.774 -2.146
C -2.317 1.357 -1.546
C -1.413 1.844 -0.533
C -0.378 1.324 0.235
C 0.501 2.111 0.987
O 0.338 3.460 1.079
C 1.650 1.265 1.302
C 2.592 1.449 2.219
C 3.536 0.711 2.543
C 3.412 -0.890 2.114
C 4.180 -1.915 2.709
O 5.261 -1.627 3.283
O 3.938 -3.202 2.305
C 2.227 -1.315 1.326
C 1.328 -0.030 0.934
C 0.233 -0.143 -0.014
O -0.192 -1.153 -0.507
O -2.430 -0.177 -1.793
H -2.773 -2.457 -2.427
H -3.623 -1.880 -4.020
H -4.520 -2.334 -2.713
H -5.011 0.624 -3.490
H -3.757 2.944 -2.031
H -1.442 2.722 -0.725
H 2.774 2.582 2.655
H 4.276 0.624 3.111
H 4.553 -3.827 2.481
H 1.981 -2.208 1.147
*
```

## Properties
- Kohn-Sham gap (eV) = 7.0563
- LUMO energy (eV) = -1.7
- HOMO level (eV) = -8.77
- calculated total energy (eV) = -26981.7303
- relative energy (zero: lowest compared OMol25 entry of this formula, charge and spin) (eV) = 7.113

Molecular formula: C4H8O4S2
Method: DFT, wB97M-V/def2-TZVPD

ORCA input file:
```
! RIJCOSX wB97M-V def2-TZVPD def2/J DEFGRID3
* xyz 0 1
O 1.054 -0.727 1.414
S 1.390 -0.280 0.067
O 2.740 -0.399 -0.440
C 0.266 -1.137 -1.051
C -1.189 -0.976 -0.580
O -1.424 -1.669 0.628
C -1.700 0.464 -0.496
O -3.039 0.397 -0.026
C -0.934 1.412 0.435
S 0.813 1.689 -0.087
H 0.431 -0.758 -2.060
H 0.577 -2.192 -1.035
H -1.829 -1.455 -1.348
H -0.663 -1.497 1.215
H -1.729 0.866 -1.512
H -3.040 -0.311 0.653
H -1.388 2.402 0.473
H -0.914 1.011 1.471
*
```

## Properties
- Kohn-Sham gap (eV) = 10.5350
- LUMO energy (eV) = 0.3
- HOMO level (eV) = -10.22
- calculated total energy (eV) = -34137.7717
- relative energy (zero: lowest compared OMol25 entry of this formula, charge and spin) (eV) = 0.000

Molecular formula: C33H46CdP2Si
Method: DFT, wB97M-V/def2-TZVPD

ORCA input file:
```
! RIJCOSX wB97M-V def2-TZVPD def2/J DEFGRID3
* xyz 0 1
P 1.642 -3.508 -3.621
P 3.383 -3.373 0.043
C 3.130 -4.042 -2.717
C 2.973 -4.563 -1.275
H 3.888 -3.243 -2.798
H 3.528 -4.878 -3.319
H 1.953 -4.927 -1.066
H 3.653 -5.416 -1.122
C 4.949 -2.566 -0.252
H 5.058 -1.717 0.437
H 5.047 -2.214 -1.286
H 5.745 -3.295 -0.045
C 3.460 -4.201 1.625
H 4.419 -4.735 1.697
H 2.639 -4.921 1.731
H 3.404 -3.450 2.426
C 2.318 -2.761 -5.125
H 1.603 -2.049 -5.554
H 2.505 -3.561 -5.852
H 3.257 -2.239 -4.901
C 0.800 -5.009 -4.164
H 0.675 -5.716 -3.332
H 1.407 -5.474 -4.952
H -0.190 -4.753 -4.562
Cd -0.739 1.710 -0.374
C 0.861 -2.979 0.340
C 2.037 -2.191 -0.005
C 2.117 -1.299 -1.312
C 0.913 -1.138 -2.236
C 0.378 -2.381 -3.056
C -0.869 -2.959 -2.545
C -1.049 -3.545 -1.239
C -0.516 -2.700 -0.016
C -1.844 1.126 -2.093
H 1.003 -3.684 1.165
H 2.312 -1.517 0.838
H 2.990 -1.594 -1.917
H 2.367 -0.281 -0.955
H 0.065 -0.686 -1.711
H 1.189 -0.374 -2.986
H 0.062 -1.939 -4.024
H -1.730 -2.905 -3.216
H -0.593 -4.559 -1.189
H -2.139 -3.668 -1.099
H -0.717 -1.630 -0.172
H -1.131 -3.005 0.848
H -2.899 1.145 -1.778
H -1.595 0.136 -2.493
H -1.681 1.878 -2.880
C 0.843 3.453 5.598
C 0.379 2.211 5.150
C -0.277 2.107 3.919
C -0.493 3.255 3.131
C -0.001 4.494 3.573
C 0.663 4.589 4.804
Si -1.553 3.104 1.607
C -3.233 2.574 2.218
C -3.812 1.340 1.866
C -5.063 0.983 2.376
C -5.748 1.843 3.242
C -5.170 3.064 3.607
C -3.915 3.427 3.102
C -1.705 4.744 0.735
C -2.967 5.263 0.387
C -3.065 6.491 -0.275
C -1.911 7.203 -0.619
C -0.652 6.680 -0.305
C -0.547 5.459 0.370
H 1.346 3.532 6.564
H 0.522 1.321 5.763
H -0.640 1.136 3.574
H -0.150 5.387 2.962
H 1.035 5.557 5.141
H -3.284 0.663 1.188
H -5.510 0.029 2.091
H -6.730 1.564 3.627
H -5.698 3.743 4.278
H -3.475 4.382 3.401
H -3.873 4.707 0.638
H -4.048 6.893 -0.522
H -1.999 8.166 -1.128
H 0.253 7.227 -0.579
H 0.444 5.057 0.607
*
```

## Properties
- Kohn-Sham gap (eV) = 4.1465
- LUMO energy (eV) = 0.1
- HOMO level (eV) = -4.08
- calculated total energy (eV) = -65978.8420
- relative energy (zero: lowest compared OMol25 entry of this formula, charge and spin) (eV) = 4.428